# 1
Density functional theory data (ωB97M-V/def2-TZVPD) for 8 unconnected molecules or ions with the total composition C38H98N6O12.

CARTESIAN COORDINATES (ANGSTROEM)
O -31.791 -24.437 8.840
O -32.626 -24.319 22.183
O -29.227 -33.933 17.216
O -23.182 -32.935 24.424
O -30.183 -26.210 18.114
O -31.823 -22.084 18.673
O -24.790 -21.478 17.699
O -31.579 -30.290 24.684
O -35.634 -22.995 17.293
O -28.480 -29.954 21.846
O -32.166 -29.077 17.165
O -29.493 -25.540 12.893
N -32.503 -26.762 24.075
N -23.239 -32.316 28.147
N -29.625 -28.808 19.107
N -34.778 -26.515 16.424
N -29.044 -25.119 9.987
N -30.763 -35.534 18.644
C -35.048 -25.078 16.270
C -27.662 -30.839 22.636
C -24.319 -23.756 17.919
C -25.209 -22.600 18.354
C -30.268 -29.580 20.134
C -30.586 -23.630 8.638
C -30.085 -21.194 17.217
C -32.937 -23.656 8.568
C -31.345 -28.922 24.231
C -28.505 -24.249 11.006
C -21.464 -31.766 26.508
C -28.896 -27.707 19.753
C -26.716 -22.771 17.887
C -22.920 -32.084 26.791
C -32.520 -28.109 24.750
C -29.507 -35.657 20.673
C -29.468 -26.080 14.232
C -35.614 -22.324 18.584
C -33.512 -26.667 23.016
C -32.020 -24.694 20.995
C -31.336 -28.667 16.078
C -29.825 -21.286 19.777
C -34.956 -24.261 17.534
C -33.474 -28.492 17.207
C -33.742 -25.170 22.651
C -30.753 -21.107 18.593
C -29.010 -26.442 18.996
C -28.678 -34.398 18.464
C -31.049 -30.686 25.920
C -33.599 -26.915 17.075
C -23.463 -33.108 25.803
C -28.274 -25.095 12.318
C -29.270 -24.415 8.712
C -23.468 -31.742 23.715
C -29.617 -32.542 17.221
C -29.300 -30.600 20.910
C -30.185 -24.889 17.623
C -29.805 -34.784 19.386
H -32.687 -24.485 20.159
H -28.807 -31.118 20.088
H -29.326 -27.515 20.736
H -32.642 -28.152 25.833
H -28.311 -23.924 8.542
H -30.358 -32.257 16.474
H -30.513 -21.599 20.563
H -24.819 -21.635 16.752
H -31.575 -28.987 23.167
H -30.949 -24.565 16.916
H -31.196 -24.029 20.738
H -23.131 -34.109 26.077
H -29.078 -22.059 19.596
H -22.971 -33.145 28.657
H -24.238 -23.825 16.834
H -29.809 -31.418 21.420
H -30.392 -28.419 24.391
H -25.171 -22.278 19.395
H -34.802 -27.125 15.619
H -33.924 -24.095 17.843
H -31.023 -27.625 16.138
H -30.504 -36.507 18.565
H -29.193 -36.581 20.189
H -29.965 -30.726 26.031
H -36.056 -24.899 15.896
H -21.306 -31.035 25.715
H -30.715 -23.099 7.695
H -33.892 -24.153 8.739
H -34.837 -22.641 19.279
H -24.519 -31.477 23.594
H -33.028 -22.694 9.073
H -28.248 -31.247 23.459
H -28.184 -26.380 18.289
H -32.833 -23.210 7.579
H -27.983 -35.215 18.272
H -29.205 -23.464 11.293
H -30.625 -35.171 17.712
H -30.080 -25.619 15.007
H -33.241 -27.179 22.093
H -26.901 -22.999 16.837
H -30.430 -24.165 18.400
H -34.364 -27.147 23.499
H -30.311 -28.269 18.598
H -24.617 -24.731 18.305
H -34.185 -24.668 23.511
H -30.874 -29.085 20.892
H -31.379 -30.088 26.769
H -28.422 -26.104 14.536
H -30.411 -29.243 16.115
H -31.841 -28.858 15.131
H -35.578 -21.253 18.383
H -32.525 -25.948 24.673
H -27.890 -28.011 20.045
H -24.212 -32.096 28.305
H -31.736 -25.741 20.887
H -29.879 -25.507 10.401
H -33.652 -26.665 18.135
H -33.394 -28.704 24.484
H -26.728 -30.391 22.976
H -20.950 -32.667 26.173
H -36.540 -22.498 19.133
H -22.973 -30.908 24.213
H -28.772 -31.887 17.014
H -32.788 -26.468 16.499
H -29.253 -20.410 20.082
H -24.543 -33.183 25.931
H -30.550 -22.764 9.299
H -23.288 -23.572 18.221
H -34.111 -28.870 16.407
H -34.260 -24.801 15.570
H -32.656 -21.609 18.702
H -29.174 -20.602 17.134
H -27.386 -31.683 22.003
H -30.252 -33.852 19.732
H -22.989 -31.710 22.737
H -30.359 -35.999 21.261
H -29.991 -32.324 18.221
H -27.775 -24.483 13.069
H -27.475 -25.831 12.217
H -29.220 -25.224 7.984
H -31.012 -30.199 19.632
H -27.560 -23.823 10.667
H -28.832 -25.629 19.700
H -27.234 -23.514 18.492
H -29.275 -24.570 17.115
H -34.566 -25.074 21.944
H -31.301 -31.736 26.066
H -28.714 -35.355 21.357
H -29.887 -27.087 14.236
H -27.196 -21.792 17.894
H -35.415 -24.733 18.403
H -34.024 -28.805 18.095
H -31.296 -20.165 18.669
H -20.981 -31.230 27.325
H -29.571 -22.155 17.244
H -28.063 -33.536 18.721
H -23.334 -31.143 26.430
H -30.772 -21.147 16.372

2S+1   1
E_HOMO   -8.47 eV
Structure (SMILES)   COC[C@H](C)N.COC[C@H](C)N.COCCNCCOC.COCCNCCOC.COCCNCCOC.COCCNCCOC.CC(C)O.CC(C)O
Charge   0

These are the Mulliken partial charges, in e, on atoms 1 to 2: -0.323 -0.439

=====

# 2
Density functional theory data (ωB97M-V/def2-TZVPD) for 8 unconnected molecules or ions with the total composition C16H26Cl4N6O8.

CARTESIAN COORDINATES (ANGSTROEM)
Cl -5.854 -10.095 -9.294
Cl 0.014 -13.941 -14.026
Cl -7.632 -7.817 -8.777
Cl -1.664 -15.551 -12.118
O 3.316 -12.584 -7.282
O -4.603 -17.123 -19.871
O -4.197 -15.896 -18.163
O -0.530 -10.363 -18.968
O -9.157 -8.158 -15.624
O -7.429 -7.001 -16.067
O 1.124 -12.647 -6.986
O 0.547 -10.179 -20.804
N -0.687 -7.766 -12.986
N -8.003 -8.050 -15.905
N 2.264 -13.113 -6.874
N -4.500 -24.157 -7.195
N 0.480 -10.054 -19.617
N -3.833 -16.575 -19.134
C -1.740 -6.997 -13.145
C 1.689 -9.500 -18.945
C -7.177 -9.298 -16.018
C -3.658 -25.191 -7.178
C -2.212 -6.102 -12.214
C -0.062 -7.703 -11.780
C -4.387 -23.177 -8.085
C -2.640 -25.287 -8.137
C -2.558 -24.295 -9.137
C -1.426 -13.921 -12.941
C -3.429 -23.200 -9.126
C -2.367 -16.576 -19.388
C -1.542 -5.985 -10.993
C 2.334 -14.475 -6.274
C -0.455 -6.807 -10.764
C -6.741 -9.186 -8.040
H -3.381 -22.411 -9.861
H 1.516 -8.436 -18.789
H -5.971 -8.767 -7.392
H -1.913 -5.266 -10.278
H 3.237 -15.052 -6.473
H 1.543 -15.040 -6.766
H -1.245 -13.192 -12.151
H -7.899 -10.066 -16.295
H 0.142 -6.838 -9.864
H -3.756 -25.923 -6.389
H -1.835 -24.280 -9.939
H -3.117 -5.551 -12.419
H 2.032 -14.427 -5.227
H -2.264 -17.491 -19.971
H -1.842 -16.532 -18.433
H 2.566 -9.697 -19.561
H -2.248 -7.137 -14.087
H -5.105 -22.370 -8.079
H 1.751 -9.935 -17.947
H -6.447 -9.100 -16.803
H -2.083 -15.677 -19.935
H 0.789 -8.335 -11.572
H -6.686 -9.478 -15.061
H -1.900 -26.070 -8.056
H -2.314 -13.613 -13.492
H -7.391 -9.835 -7.453

2S+1   1
E_HOMO   -9.59 eV
Structure (SMILES)   C[N+](=O)[O-].C[N+](=O)[O-].C[N+](=O)[O-].C[N+](=O)[O-].c1ccncc1.c1ccncc1.ClCCl.ClCCl
Charge   0

These are the natural (NBO) partial charges, in e, on atoms 1 to 2: -0.034 -0.035

=====

# 3
Density functional theory data (ωB97M-V/def2-TZVPD) for a gas-phase ion, C6H14N2 (charge -1).

CARTESIAN COORDINATES (ANGSTROEM)
N -2.492 0.481 -0.809
N 3.219 -0.021 -0.969
C 2.863 -0.320 0.439
C -2.138 0.547 0.553
C 1.667 0.391 0.925
C -0.836 -0.167 1.000
C -2.693 -0.899 -1.238
C 0.376 0.284 0.195
H 3.793 -0.101 0.959
H 0.185 1.221 -0.350
H -0.731 -0.016 2.080
H 2.702 -1.386 0.468
H 2.601 -0.405 -1.634
H -1.757 -1.358 -1.615
H 0.485 -0.433 -0.633
H -3.021 -1.528 -0.383
H -1.035 -1.236 0.877
H 3.226 0.978 -1.114
H 1.698 1.288 1.544
H -2.950 0.183 1.266
H -3.492 -0.898 -1.982
H -2.096 1.607 0.845

⟨S²⟩   0.7559
2S+1   2
E_HOMO (spin up / spin down)   -1.29 / -1.13 eV
Charge   -1

These are the natural (NBO) partial charges, in e, on atoms 1 to 2: -0.812 -0.842

=====

# 4
Density functional theory data (ωB97M-V/def2-TZVPD) for 8 unconnected molecules or ions with the total composition C49H105N5O8.

CARTESIAN COORDINATES (ANGSTROEM)
O 5.437 -2.041 -6.795
O -5.214 2.293 1.373
O -4.648 -1.791 1.010
O -0.502 8.335 -2.625
O 5.751 5.010 2.203
O 0.658 0.761 0.496
O 4.129 -3.064 -0.862
O -1.276 -1.970 6.136
N -1.115 -3.346 6.400
N 0.454 -0.223 -0.439
N -0.589 6.116 -4.289
N 4.121 -2.004 -7.080
N -3.849 2.606 1.707
C -1.927 4.058 1.338
C 0.153 -3.007 8.555
C -0.716 -3.931 3.966
C -1.446 3.739 2.717
C -0.289 -5.644 5.718
C 3.707 -0.760 -7.740
C 1.126 -2.005 0.940
C -2.384 -3.295 8.553
C -5.588 -1.832 0.238
C -0.190 -4.047 5.445
C 4.950 4.570 0.033
C 4.402 -3.699 0.115
C 3.979 0.481 -6.871
C 3.582 -4.254 -6.464
C 3.115 -2.467 -4.834
C -0.788 -2.086 -2.367
C 1.266 -3.683 5.494
C -4.033 2.586 4.331
C -0.276 -0.766 -2.776
C 4.907 4.509 1.469
C -0.245 0.396 -1.674
C -3.445 3.911 1.224
C 0.078 -1.564 0.030
C -1.833 2.248 3.060
C -0.879 -5.248 8.079
C 2.302 -0.883 -8.445
C 0.022 -2.594 -1.179
C -1.286 -1.735 0.859
C -1.647 0.895 -1.292
C 0.652 1.481 -2.226
C 0.446 5.360 -2.298
C -3.849 4.063 -0.302
C 1.817 -2.748 -7.067
C -0.450 9.401 -1.635
C 3.916 -5.108 0.345
C -5.422 -1.587 -1.242
C 4.675 -0.586 -9.014
C -1.429 7.304 -2.245
C 1.291 -1.471 -7.479
C 0.004 -6.025 7.151
C 5.383 -3.046 1.033
C -3.619 0.512 2.997
C -0.924 5.978 -2.840
C -4.140 5.059 1.959
C -3.407 2.022 3.005
C 3.202 -2.822 -6.362
C 3.677 3.840 1.972
C -7.034 -1.859 0.783
C -1.049 -3.695 7.845
H -1.318 -6.001 5.686
H 2.351 -3.141 -4.447
H -5.120 2.662 4.364
H -2.420 7.489 -2.658
H 2.877 4.501 2.307
H 0.443 -1.457 -8.163
H 0.419 -2.154 7.932
H 2.120 -1.915 0.503
H 1.404 -2.692 5.060
H -1.186 -1.143 1.769
H 3.988 -5.783 -0.508
H -3.240 3.432 -0.949
H 2.755 -1.443 -4.735
H -2.174 1.432 -2.081
H -7.624 -2.632 0.290
H -0.706 -2.870 -3.119
H -4.870 3.746 -0.517
H 0.497 5.382 -1.209
H 2.876 -4.841 -5.876
H -1.705 5.122 1.260
H 4.066 3.317 2.846
H 4.485 -5.506 1.185
H -1.540 7.191 -1.166
H 0.134 6.818 -4.218
H -3.329 0.137 3.979
H 4.367 5.351 -0.456
H -5.453 -0.537 -1.533
H -1.375 1.547 2.362
H -0.381 -3.504 -0.734
H -1.765 -4.224 4.011
H 1.274 5.971 -2.659
H -0.695 -2.967 3.456
H 3.620 0.177 -5.888
H -0.467 -5.452 9.067
H -1.355 3.609 0.527
H -1.341 1.971 3.992
H 1.621 0.996 -2.348
H -1.562 4.509 3.480
H 1.024 -2.903 -1.475
H 3.317 3.053 1.310
H 1.117 -3.296 -6.436
H -2.270 -2.294 8.968
H 3.824 -4.619 -7.462
H -2.069 -1.956 5.595
H -0.195 -2.605 9.507
H 1.255 -1.404 1.840
H 0.940 -2.970 1.412
H 4.519 -4.315 -5.910
H -3.066 -0.119 2.302
H -5.124 1.579 0.737
H 5.723 -2.035 0.807
H -3.566 5.197 2.875
H -1.856 -2.029 -2.154
H 0.354 1.895 -3.189
H 1.886 -3.369 -7.961
H -1.838 -5.749 8.215
H -2.099 -1.313 0.269
H 5.984 4.722 -0.276
H -1.421 -2.749 1.234
H 0.441 10.009 -1.791
H -7.105 -1.785 1.868
H -3.280 -3.276 7.933
H 6.268 -3.661 1.192
H 2.063 0.161 -8.647
H -6.079 -2.122 -1.927
H -5.171 4.857 2.252
H 1.019 -3.668 8.604
H -1.757 1.339 -0.302
H 4.038 -2.342 -4.269
H -4.694 0.350 3.088
H 2.844 -5.099 0.544
H -0.360 -4.508 3.113
H 3.446 1.390 -7.154
H 1.558 0.995 0.260
H 4.768 3.548 -0.299
H 5.591 -2.871 -7.251
H -2.268 0.005 -1.190
H 1.749 -3.653 6.471
H 4.702 0.426 -9.418
H 1.051 -0.713 -6.733
H -3.629 3.570 4.571
H -0.292 -7.063 7.305
H -3.921 1.850 5.127
H -4.455 -2.002 -1.526
H -0.359 9.026 -0.616
H -1.232 6.580 -4.914
H 0.190 -6.200 4.911
H 4.582 -1.291 -9.840
H -1.434 9.867 -1.676
H -0.907 -0.426 -3.598
H 5.709 -0.682 -8.682
H 4.907 -2.934 2.007
H -2.554 -3.972 9.390
H 5.028 0.713 -6.688
H -0.363 3.856 2.749
H -4.125 5.984 1.382
H 2.310 -1.516 -9.333
H 0.689 -1.013 -3.217
H 0.818 2.320 -1.550
H -3.758 5.079 -0.686
H -1.672 5.202 -2.675
H -7.515 -0.988 0.338
H 1.881 -4.226 4.777
H 1.013 -5.898 7.542
H 0.441 4.312 -2.597

⟨S²⟩   0.7541
2S+1   2
E_HOMO (spin up / spin down)   -9.30 / -9.30 eV
Charge   +1

These are the Mulliken partial charges, in e, on atoms 1 to 2: -0.289 -0.611

=====

# 5
Density functional theory data (ωB97M-V/def2-TZVPD) for a molecular structure, C32H46Cl2OP4Ti.

CARTESIAN COORDINATES (ANGSTROEM)
Ti 0.035 -0.264 -0.501
Cl -0.235 0.969 1.461
Cl -1.318 0.998 -1.903
P -2.101 -1.445 0.208
P 3.011 -3.367 1.646
P 0.820 -3.108 -4.765
P 1.800 1.577 -0.808
O 1.924 -4.045 -1.282
C 1.872 -2.631 -7.410
C 3.035 -4.937 -4.941
C 2.169 -2.642 -1.031
C 2.579 -3.647 -4.623
C -3.046 -2.076 -1.202
C 0.507 -1.722 -9.207
C 1.161 -1.800 -1.763
C 0.294 -1.619 -2.652
C -0.660 -6.628 -6.435
C 0.819 -2.471 -6.496
C 5.339 -4.211 -4.724
C -0.517 -1.481 -8.283
C 3.098 -2.431 3.167
C 2.280 1.793 -2.530
C -0.804 -6.800 -4.035
C 4.893 -2.944 -4.340
C -1.975 -2.831 1.362
C 1.067 -1.563 0.873
C 3.310 1.265 0.132
C 0.019 -4.742 -5.048
C 4.647 -3.604 0.965
C -0.363 -1.834 -6.939
C 4.405 -5.207 -5.008
C 2.193 -4.934 1.903
C 2.027 -2.399 0.451
C -0.948 -7.386 -5.298
C -3.244 -0.297 1.058
C 1.707 -2.286 -8.758
C -0.337 -5.487 -3.904
C 3.529 -2.665 -4.277
C 1.295 3.244 -0.275
C -0.204 -5.309 -6.316
H 2.828 -3.038 -7.080
H -0.015 -4.729 -7.218
H -2.838 -0.057 2.046
H 0.285 3.454 -0.648
H -2.923 -3.387 1.348
H -1.154 -1.632 -6.222
H 3.682 0.253 -0.092
H 6.409 -4.412 -4.810
H 2.090 -2.184 3.527
H 4.071 2.009 -0.150
H -1.273 -8.424 -5.391
H 1.758 -5.266 0.951
H 0.367 -1.482 -10.263
H 1.394 -4.822 2.648
H -1.045 -7.380 -3.143
H -0.244 -5.028 -2.924
H 2.728 0.859 -2.909
H 3.624 -3.038 3.915
H -1.770 -2.451 2.371
H 5.615 -2.160 -4.100
H 0.902 -1.385 1.934
H -3.328 0.630 0.478
H 2.320 -5.731 -5.155
H -4.225 -0.770 1.153
H 5.190 -4.301 1.617
H -1.151 -3.485 1.053
H 3.093 1.335 1.211
H -0.326 -1.455 -3.552
H -3.869 -2.692 -0.815
H 2.141 -4.248 -2.220
H 1.384 2.036 -3.125
H 4.573 -4.018 -0.051
H 3.012 2.614 -2.584
H 3.179 -1.675 -3.974
H -1.450 -1.022 -8.622
H -3.437 -1.236 -1.791
H 2.930 -5.666 2.259
H -0.787 -7.068 -7.430
H 5.177 -2.642 0.930
H 4.742 -6.203 -5.295
H 1.287 3.299 0.822
H 2.000 3.980 -0.683
H -2.384 -2.682 -1.837
H 3.185 -2.380 -1.362
H 2.519 -2.462 -9.468
H 3.656 -1.494 3.001

2S+1   1
E_HOMO (spin up / spin down)   -12.84 / -12.84 eV
Charge   +2

These are the Mulliken partial charges, in e, on atoms 1 to 2: -1.764 -0.435

=====

no.,maximum force (hartree/bohr),M (g mol⁻¹),calculated total energy (eV)
1,0.061,831.23,-74492.87187
2,0.063,572.23,-92410.95858
3,0.033,114.19,-9425.86578
4,0.091,892.41,-76328.43649
5,0.048,689.39,-121280.82278